ORCA calculation (wB97M-V/def2-TZVPD) on a molecular structure, C31H53InN4Sb.

Positions of all 90 atoms, in Å:
H: 2.932 0.755 -1.085
H: -2.541 -5.394 0.233
H: 2.053 3.046 -0.584
C: 0.840 -2.274 3.337
H: -1.147 0.817 4.834
H: -5.675 -1.661 -3.116
C: -4.881 -1.975 -1.153
C: -1.596 -2.760 -3.190
C: 2.539 -0.877 4.559
C: 1.408 -0.945 3.759
H: 2.803 2.475 4.927
H: 0.442 -3.371 -3.536
H: 2.912 -4.608 0.728
H: -4.254 0.310 -3.557
C: 0.789 0.257 3.387
H: -1.399 1.166 -2.288
H: -4.386 0.151 2.742
H: -4.581 0.774 1.095
In: 0.121 -0.459 0.349
N: 2.389 -0.049 0.782
H: 2.481 -4.241 -3.010
H: -2.238 1.992 4.079
H: 2.522 0.161 1.773
C: -2.554 0.378 1.652
H: -2.361 2.114 -1.121
C: -3.995 -1.552 -0.163
C: 1.765 2.192 0.026
H: 3.933 0.391 5.585
C: 2.839 -4.466 -2.006
N: 0.443 1.654 -0.422
C: 1.262 1.505 3.802
H: 0.376 1.717 -1.435
H: -3.133 -2.145 1.760
C: 0.581 2.811 3.484
C: -3.153 -0.474 -0.464
H: -3.932 1.806 2.390
C: 0.427 -1.226 -3.407
H: -0.015 3.146 4.336
C: 0.208 -5.560 0.704
H: -0.584 -5.300 -1.287
H: 1.315 3.595 3.298
C: -3.946 0.795 1.977
C: 2.578 -3.337 -1.009
Sb: 0.448 -2.960 -0.944
H: 1.507 -1.127 -3.275
C: -1.500 0.501 2.747
H: 1.405 -3.089 3.785
H: -0.087 2.757 2.622
H: 3.916 -4.630 -2.080
H: -1.844 -2.553 -4.233
H: 0.213 -1.051 -4.463
H: -2.846 1.993 -2.802
C: -0.573 -4.766 -0.331
C: 2.819 1.102 -0.056
C: -1.992 -4.457 0.118
H: 4.292 -3.641 0.248
H: 1.196 -5.858 0.357
H: 1.659 2.529 1.056
H: -0.077 -0.429 -2.847
H: 0.883 -2.417 2.249
H: 2.952 -2.906 1.132
N: -0.303 0.158 2.451
H: -5.536 -2.811 -0.941
H: -0.204 -2.386 3.638
H: -1.983 -3.963 1.092
H: -1.926 -3.778 -2.977
H: 3.019 -1.793 4.880
H: -4.282 -3.285 1.066
C: -3.236 0.211 -1.682
H: 2.983 -2.404 -1.417
C: -2.412 1.436 -1.975
C: -4.964 -1.328 -2.371
C: 2.414 1.522 4.591
H: -2.540 -3.831 -0.588
C: 3.206 -3.630 0.353
C: 3.048 0.351 4.964
C: -1.937 0.942 4.099
N: -2.173 -0.076 0.520
H: 3.781 1.495 0.271
C: -0.095 -2.593 -2.988
C: -4.055 -2.227 1.183
H: 2.976 -0.855 0.586
H: 2.394 -5.408 -1.680
H: 0.311 -5.014 1.643
H: -2.814 0.373 4.410
C: -4.157 -0.228 -2.623
H: -4.865 -1.803 1.780
H: -0.310 2.245 -0.077
H: -0.344 -6.477 0.921
H: -2.174 -2.070 -2.569

Max |F|: 0.3 eV/A
Gap between HOMO and LUMO: 7.3487 eV
Total charge: +3
Relative energy (zero: lowest compared OMol25 entry of this formula, charge and spin): 0.0 kcal/mol

---

ORCA calculation (wB97M-V/def2-TZVPD) on 3 unconnected molecules or ions with the total composition C4H11N3O2.

Positions of all 20 atoms, in Å:
O: -0.748 -2.913 -1.700
H: -1.349 0.541 0.699
H: 3.627 0.267 0.272
C: 1.871 1.282 0.656
H: -0.304 2.227 0.907
H: 3.282 2.655 1.328
N: 2.613 0.274 0.254
H: 2.135 -0.555 -0.077
N: -2.700 -0.752 -1.677
H: -1.731 -1.036 1.397
H: -2.432 -1.184 -2.564
H: 0.613 1.480 0.634
H: 1.528 3.008 1.450
O: 0.474 -1.514 -0.497
C: -2.012 -0.342 0.602
C: -1.861 -0.960 -0.741
C: -0.605 -1.799 -0.949
H: -3.038 -0.004 0.735
H: -1.681 -3.066 -1.908
N: 2.319 2.392 1.180

Max |F|: 0.4 eV/A
Gap between HOMO and LUMO: 7.0417 eV
Relative energy (zero: lowest compared OMol25 entry of this formula, charge and spin): 98.6 kcal/mol

---

ORCA calculation (wB97M-V/def2-TZVPD) on C23H26N2O5 in the gas phase.

Positions of all 56 atoms, in Å:
O: 2.786 2.328 -3.392
C: -2.468 2.972 -1.870
H: 1.745 -7.098 4.852
H: 3.382 2.398 -1.019
H: -0.611 5.676 0.628
H: -0.056 4.050 1.065
H: 1.658 -5.359 5.229
N: 1.197 0.843 -2.762
C: 0.265 0.327 -1.771
C: -1.088 0.998 -1.921
H: -1.682 4.282 0.431
C: -1.759 -1.587 1.154
H: 1.353 6.009 -1.083
C: -0.653 4.624 0.359
N: 2.587 1.802 -1.200
H: 0.132 -0.747 -1.969
C: 1.921 1.235 -0.146
C: 1.333 4.926 -1.162
C: -0.966 -2.905 3.152
C: -0.288 -3.972 3.718
O: -0.076 3.042 -1.390
C: 0.347 -4.902 2.903
C: 1.150 -6.193 4.734
C: -3.441 0.850 -2.433
H: -0.431 -3.564 -0.107
H: 0.168 -6.345 5.195
C: -1.218 2.382 -1.712
O: -0.946 -0.911 0.198
H: -0.720 4.968 -1.783
C: 0.032 -0.129 0.700
H: 2.490 2.558 1.416
H: -4.527 2.691 -2.341
C: 0.805 0.503 -0.366
H: -2.601 4.032 -1.721
C: 2.198 1.715 -2.526
H: 1.937 4.503 -0.363
H: 2.046 0.937 1.961
H: -0.257 -4.060 4.792
H: -1.442 -2.181 3.796
C: -1.034 -2.751 1.778
H: 3.604 1.216 1.151
C: -0.104 4.424 -1.053
C: 0.289 -4.743 1.517
H: 1.759 4.630 -2.117
H: -2.630 -1.924 0.585
O: 1.044 -5.985 3.347
H: -2.072 -0.879 1.928
O: 0.196 0.005 1.894
C: -2.199 0.257 -2.284
H: -4.298 0.256 -2.710
C: 2.552 1.496 1.181
H: 0.866 0.828 -3.716
H: 0.790 -5.469 0.897
H: -2.087 -0.806 -2.440
C: -0.395 -3.683 0.966
C: -3.567 2.210 -2.226

SMILES: COc1ccc(COC(=O)C2=C(C)NC(=O)N[C@@H]2c2ccccc2OC(C)C)cc1
Max |F|: 0.6 eV/A
Gap between HOMO and LUMO: 9.0982 eV
Relative energy (zero: lowest compared OMol25 entry of this formula, charge and spin): 35.9 kcal/mol